1.
Below is an isolated molecule of C4H9Cl3O2Si, with properties calculated with wB97M-V/def2-TZVPD.

```
19
Properties=species:S:1:pos:R:3:lowdin_charge:R:1
Cl 1.3210 2.5771 -2.4451 0.25
Cl 0.9789 -0.2751 -3.8443 0.38
Cl -1.7291 1.1264 -2.5369 0.33
Si 0.2931 0.7415 -2.2721 -0.72
O 0.5747 -0.3650 -1.1099 -0.28
O -1.1447 0.1293 0.4964 -0.15
C 1.2396 -0.2846 1.2047 -0.01
C -0.2610 -2.0511 0.4139 -0.01
C 0.0489 -0.5417 0.3149 -0.60
C -1.1350 1.4580 0.9685 -0.10
H -2.1980 1.7038 0.7350 0.11
H 1.2191 0.7601 1.5361 0.07
H 1.1208 -1.0035 2.0790 0.12
H -0.9810 -2.5027 -0.2872 0.10
H 0.6788 -2.5777 0.5030 0.08
H -0.9125 1.5052 1.9845 0.06
H 2.1383 -0.3694 0.4478 0.15
H -0.8240 -2.2107 1.3973 0.11
H -0.4279 2.1802 0.4144 0.11
```

Computed properties:
SMILES ... COC(C)(C)O[Si](Cl)(Cl)Cl
Orbital gap ... 11.352 eV
HOMO ... -10.86 eV
Electronic energy ... -53838.336 eV

***

2.
Below is a structure of composition C6H14BF4INO2RuS, with properties calculated with wB97M-V/def2-TZVPD.

```
31
Properties=species:S:1:pos:R:3:mulliken_spin:R:1
I -1.4891 -3.4968 -0.3742 0.01
Ru 0.0263 -1.0546 -0.1493 1.16
S 1.4485 -0.1171 -2.3897 -0.01
F 1.7612 0.8397 2.7352 0.00
F 3.2701 1.1620 1.0590 0.00
F 2.0757 -0.7963 1.1816 0.01
F 1.0316 1.0941 0.6061 0.02
O -3.3603 1.7248 -0.2735 0.00
O -1.7812 0.1957 -0.5481 0.00
N -0.6697 -0.8572 2.1733 -0.04
C 2.5053 1.2976 -1.9981 0.00
C 0.5622 -3.1071 -0.9596 -0.17
C -2.2177 1.0016 1.6789 0.00
C -2.4927 0.9799 0.1307 0.00
C -2.0330 -0.3673 2.3183 0.00
C 0.0067 0.7240 -3.1270 0.00
B 2.0998 0.6231 1.4375 0.00
H -1.3163 1.6058 1.8116 0.00
H -3.0648 1.5161 2.1279 0.00
H 1.9027 2.0792 -1.5453 0.00
H -0.0068 -0.1826 2.5598 0.00
H 0.2020 1.7889 -3.1900 0.00
H 1.2245 -3.6990 -0.3386 0.00
H -0.5408 -1.7453 2.6561 0.00
H -2.2867 -0.2643 3.3839 0.00
H -0.1478 0.3006 -4.1143 0.00
H -0.8720 0.5460 -2.5043 0.00
H 3.2562 0.9590 -1.2914 0.00
H 0.6573 -3.2946 -2.0205 0.00
H 2.9771 1.6391 -2.9176 0.00
H -2.7282 -1.0951 1.8815 0.00
```

Computed properties:
Orbital gap (alpha / beta) ... 6.574 / 7.389 eV
HOMO (alpha / beta) ... -8.88 / -8.93 eV
Electronic energy ... -45102.568 eV
2S+1 ... 2

***

3.
Below is a structure of composition C5H5NO, with properties calculated with wB97M-V/def2-TZVPD.

```
12
Properties=species:S:1:pos:R:3:lowdin_charge:R:1
O -1.5859 2.3587 0.1520 0.10
N 0.3190 1.2209 -0.5478 0.08
C 0.6936 0.0658 0.1516 -0.21
C 0.3988 -1.5714 -0.7982 -0.03
C -0.4644 0.3165 1.1632 -0.05
C 0.2278 -2.5038 -1.5351 -0.02
C -0.7915 1.4652 0.2269 -0.51
H -0.0112 -3.5000 -1.9753 0.03
H 0.8524 2.0115 -1.0925 0.22
H 1.6029 -0.0377 0.7233 0.11
H -0.0118 0.6960 2.1460 0.14
H -1.2298 -0.5218 1.3861 0.14
```

Computed properties:
Orbital gap ... 10.781 eV
HOMO ... -10.13 eV
Electronic energy ... -8799.169 eV

***

4.
Below is a structure of composition C43H30F3N6O5RbS2Se, with properties calculated with wB97M-V/def2-TZVPD.

```
91
Properties=species:S:1:pos:R:3:lowdin_charge:R:1
Rb -0.5871 0.0392 0.5798 0.73
Se -1.3028 6.3092 -5.8117 1.06
S -3.1715 -3.4137 -1.9278 0.92
S 3.0267 -3.6506 -2.2541 0.97
F 6.6175 3.0221 5.7437 0.09
F 5.4142 1.7943 7.1535 0.09
F 4.4698 3.5015 6.0891 0.10
O -2.7833 -1.0261 1.9011 0.00
O -0.7032 4.7375 2.6809 0.11
O 0.2663 2.9082 1.7410 0.10
O -2.5157 -2.0888 -1.8861 -0.54
O -3.9101 -1.4493 3.7488 0.11
N -2.2616 2.0093 -1.3720 0.10
N 0.0886 5.4853 -4.9435 -0.23
N -1.9482 1.4948 2.8040 0.15
N -2.5283 5.2754 -4.9127 -0.23
N 1.3239 -1.8047 -1.6620 0.00
N 0.4634 2.0701 -1.5267 0.09
C 4.2779 2.3040 3.7345 -0.02
C -0.5454 3.4052 2.4752 -0.46
C 0.6378 -0.9603 -3.8916 -0.04
C 1.2747 -1.9190 -3.0810 -0.28
C 3.6443 1.6223 2.7018 -0.01
C 2.6998 -1.4523 0.8641 0.03
C 1.7955 2.2377 -1.5863 -0.10
C -0.0235 -6.1247 -0.1503 -0.26
C 2.4795 -2.8868 -4.9657 -0.11
C -1.6943 2.8243 -2.3055 -0.14
C -2.1362 3.2942 4.3724 0.03
C -2.8627 0.7689 3.4661 -0.15
C -3.6240 1.9523 -1.3378 -0.09
C 1.7538 3.9919 -3.2282 -0.01
C 2.4812 3.1768 -2.3924 -0.03
C 1.8590 -1.8767 -5.7594 -0.11
C 0.3917 3.8844 -3.1328 -0.11
C 4.1210 -0.4597 3.8731 -0.03
C -0.4145 4.7032 -4.0301 -0.33
C 0.9254 -7.1088 0.4651 -0.05
C -2.5584 3.5837 -3.1399 -0.09
C -1.9645 -4.5107 -1.2167 -0.41
C -1.5781 2.6965 3.2430 -0.17
C 4.8262 1.6073 4.8102 -0.14
C -3.4911 1.3558 4.6088 0.03
C -3.0666 2.5821 5.0950 -0.03
C 3.5870 0.2176 2.7695 -0.23
C -0.5024 -6.3410 -1.4489 -0.03
C 2.1980 -2.9358 -3.6172 -0.48
C -3.1612 -0.6117 2.9714 -0.44
C -0.2455 2.9444 -2.2885 -0.15
C 5.3464 2.4638 5.9397 -0.47
C -1.8838 4.5115 -4.0352 -0.30
C 3.0800 -0.6342 1.6951 -0.10
C -3.9443 3.4947 -3.0949 -0.02
C 0.9591 -0.9377 -5.2555 -0.11
C -0.4631 -5.0104 0.5755 -0.02
C -1.4667 -4.2331 0.0736 -0.06
C -4.4758 2.6782 -2.1778 -0.06
C 2.2371 -2.5735 -1.1800 -0.62
C -1.4598 -5.5046 -1.9738 -0.10
C 4.7627 0.2298 4.8537 -0.03
C -4.4026 -3.4602 -0.5415 -0.22
H 3.1831 2.1934 1.9138 0.10
H -4.2543 -1.0626 4.6150 0.13
H -1.8947 -5.6247 -2.9884 0.12
H -4.0429 1.2786 -0.5861 0.11
H -1.8077 4.2852 4.7220 0.14
H 0.3421 -7.8861 0.9624 0.08
H -4.3688 -4.4333 -0.0841 0.04
H 2.4408 -2.2807 0.0755 -0.14
H 3.1794 -3.5483 -5.4510 0.09
H 2.4079 1.5409 -0.9355 0.13
H 3.5809 3.1316 -2.4097 0.12
H -5.3608 -3.2317 -1.0030 0.04
H 0.4907 -0.1917 -5.8830 0.09
H 1.4991 -6.6465 1.2464 0.07
H -5.5547 2.6068 -2.0027 0.12
H 1.6098 -7.6472 -0.2391 0.10
H -0.0407 5.1862 2.1070 0.15
H -0.0219 -4.7337 1.5381 0.13
H -4.1815 -2.7374 0.2535 0.04
H 4.0342 -1.5380 3.8660 0.12
H -4.2090 0.7697 5.1901 0.11
H 5.0635 -0.3206 5.7277 0.12
H 2.0573 -1.8864 -6.8360 0.09
H -0.0569 -7.1390 -2.0712 0.13
H 4.1988 3.3739 3.8037 0.11
H -0.0462 -0.2575 -3.4007 0.10
H -1.8440 -3.3700 0.5402 0.08
H -3.4522 3.0409 6.0052 0.13
H 2.2594 4.7913 -3.8337 0.14
H -4.5433 4.1340 -3.7447 0.13
```

Computed properties:
Orbital gap ... 4.466 eV
HOMO ... -5.90 eV
Electronic energy ... -160076.722 eV

***

5.
Below is the ion C5H9N2S3 with charge +1, with properties calculated with wB97M-V/def2-TZVPD.

```
19
Properties=species:S:1:pos:R:3:lowdin_charge:R:1
S -0.1055 1.8440 -0.4615 0.99
S 0.5686 -3.3951 0.8800 0.84
S -1.8725 -1.6186 1.0355 1.06
N 0.4269 -0.8638 -0.0272 -0.37
N -1.6877 -0.0332 0.6959 -0.28
C 0.6741 -1.0415 -1.4970 0.02
C -0.2115 -2.0199 0.6183 -1.07
C 1.6282 -0.4287 0.7060 -0.05
C -1.6168 2.7675 0.0890 -0.25
C -0.6132 0.3100 0.1941 -0.68
H -2.1786 2.7731 -0.7812 0.02
H -1.9692 2.1585 0.9153 0.04
H 1.0758 -0.0694 -1.8754 0.09
H 2.4249 -1.0493 0.5142 0.06
H -0.3436 -1.1674 -1.9645 0.14
H 1.5694 -0.5846 1.8849 0.18
H 1.4543 -1.8520 -1.4981 0.13
H 1.9948 0.5244 0.3410 0.08
H -1.2184 3.7460 0.2306 0.04
```

Computed properties:
SMILES ... CSC1=NSC(=S)[N+]1(C)C
Orbital gap ... 7.945 eV
Net charge ... +1
HOMO ... -12.84 eV
Electronic energy ... -40807.725 eV

***

6.
Below is a structure of composition CuH6O15S3, with properties calculated with wB97M-V/def2-TZVPD.

```
25
Properties=species:S:1:pos:R:3:mulliken_spin:R:1
Cu 0.1801 -0.0367 0.1651 0.83
S 0.0121 0.3169 -3.2084 0.00
S -0.5764 -3.2702 0.1300 0.00
S -2.1152 1.5194 2.1751 0.00
O 0.9008 2.1077 -0.2798 0.02
O -1.6112 0.8286 0.9710 0.00
O 0.4537 -3.9910 -0.4686 0.00
O -1.0171 2.0732 2.9739 0.00
O -0.3929 0.1018 -1.8224 0.02
O -2.8199 0.5540 2.9576 0.00
O -1.1214 -4.0686 1.2213 0.01
O -1.0391 0.1735 -4.1926 0.00
O 2.2943 -0.6644 -0.3389 0.00
O -1.5936 -2.8967 -0.7860 0.00
O 1.0732 -0.6286 -3.5658 0.00
O 0.5252 1.6445 -3.3305 0.00
O -2.9594 2.5943 1.7529 0.00
O 0.9552 0.5105 2.2223 0.01
O -0.0344 -2.0171 0.6631 0.10
H 0.3250 1.0845 2.6579 0.00
H 2.8168 -0.6882 -1.1405 0.00
H 0.9645 2.2583 -1.2229 0.00
H 2.6992 -1.3184 0.2310 0.00
H 0.3136 2.7954 0.0340 0.00
H 1.7669 1.0173 2.2015 0.00
```

Computed properties:
Orbital gap (alpha / beta) ... 4.847 / 4.832 eV
Net charge ... -4
HOMO (alpha / beta) ... 4.41 / 4.43 eV
Electronic energy ... -107947.380 eV
2S+1 ... 2

***

7.
Below is a cluster of 9 separate species, C36H99N9O9 in total, with properties calculated with wB97M-V/def2-TZVPD.

```
153
Properties=species:S:1:pos:R:3:lowdin_charge:R:1
O 3.1541 2.4873 11.8255 -0.19
O -3.6158 1.2132 4.3873 -0.23
O 0.2701 3.5485 7.4457 -0.21
O -3.9004 10.0097 6.6255 -0.19
O -0.3879 0.7149 15.6650 -0.18
O 4.2845 10.4343 3.6226 -0.22
O 0.8742 11.8470 6.1845 -0.22
O -0.8852 9.7172 3.0891 -0.20
O 1.8939 1.5580 1.9833 -0.18
N 3.1477 3.9157 4.5038 0.05
N 3.2559 13.8351 5.0135 0.03
N -1.1717 -0.5538 13.3052 0.03
N -5.3505 3.2930 4.5088 0.02
N 1.0872 5.6694 5.4112 0.05
N -2.6950 12.9601 4.4517 0.05
N 2.5739 11.1005 1.4283 0.06
N -3.3147 11.0036 2.2112 0.03
N 3.1113 2.2562 8.8978 0.06
C -3.1062 10.7016 5.5934 -0.15
C -1.0441 0.8822 13.3773 -0.42
C 4.2696 8.9759 3.8049 -0.06
C -2.0685 1.4212 12.2308 -0.02
C 1.0838 5.8268 6.8694 -0.41
C 0.3906 9.2393 3.5470 -0.09
C 3.9739 3.1624 9.6721 -0.41
C 1.6717 1.6324 0.5724 -0.09
C 0.4725 1.5497 16.3619 -0.13
C -0.8835 10.5557 1.9240 -0.16
C -4.9046 12.5621 5.3359 -0.06
C 3.2272 3.5640 10.9610 -0.24
C 4.2706 4.3972 8.8456 -0.07
C 4.4559 11.6376 -0.0969 -0.06
C -3.4428 2.2271 5.3348 -0.21
C -0.2226 2.6970 8.4899 -0.12
C 2.6328 2.6633 13.1416 -0.09
C 4.8434 11.0828 2.4610 -0.15
C -3.4930 8.6311 6.7513 -0.10
C 2.2178 2.7974 2.5257 -0.26
C 1.3845 13.0740 6.5303 -0.20
C 0.0439 4.9482 7.6594 -0.15
C -2.2388 12.1302 0.3186 -0.06
C -2.2428 10.8174 1.1758 -0.35
C 1.1489 13.4014 3.9652 -0.08
C 0.9279 7.3175 7.0477 -0.09
C -3.4017 12.2440 5.5180 -0.40
C -4.8417 2.7694 5.7309 -0.44
C -2.4884 0.4383 4.0062 -0.07
C 2.6634 2.7295 3.9649 -0.44
C -5.7711 1.7208 6.2035 -0.08
C 1.8030 13.8849 5.2145 -0.39
C 0.3625 11.1203 7.3320 -0.06
C 3.9908 10.8974 1.1930 -0.42
C -1.2654 1.3966 14.7394 -0.22
C 1.3801 2.3262 4.8035 -0.03
H -5.3736 11.9012 4.6070 0.07
H -1.5232 2.3074 11.9060 0.05
H 1.4180 12.3610 3.7832 0.05
H -3.0646 12.6631 6.4661 0.13
H 1.4704 14.9202 5.2893 0.13
H -0.6224 -1.0002 14.0257 0.07
H -3.0340 1.6240 12.6943 0.07
H -1.6239 1.0682 3.7966 0.07
H -2.4300 8.4105 6.8485 0.06
H -0.9761 5.2010 7.3701 0.12
H -2.2313 0.8485 11.3177 0.07
H -1.6989 13.0697 4.5774 0.03
H -2.5465 9.9869 0.5385 0.12
H 0.1531 10.1294 6.9291 0.06
H -5.0564 2.6950 3.7499 0.07
H 4.9407 2.6908 9.8484 0.14
H 0.8983 1.4644 4.3418 0.07
H -3.8060 8.0960 5.8548 0.08
H -0.5460 11.5756 7.7264 0.09
H -1.8774 12.9804 0.8971 0.07
H 3.0808 3.2163 2.0082 0.12
H 2.0866 5.6737 7.2684 0.10
H -0.7062 11.5232 2.3937 0.11
H 5.7571 10.5055 2.3196 0.12
H 2.2847 2.7999 8.6947 0.03
H 3.8584 4.3153 11.4356 0.12
H -0.0805 2.9093 9.5495 0.07
H 3.4764 8.5938 4.4475 0.07
H -3.0962 10.4283 3.0120 0.02
H -4.9361 4.1676 4.2197 0.07
H 2.2816 12.9057 7.1261 0.11
H -1.2994 2.8595 8.4437 0.07
H 3.3685 1.9067 3.8467 0.14
H 0.0701 13.5049 4.0812 0.06
H -5.1135 13.5665 4.9677 0.07
H -2.8308 12.3332 3.6715 0.02
H -4.2260 10.7852 1.8345 0.08
H 3.5761 12.8845 4.8949 0.06
H 2.0497 5.8786 5.1876 0.05
H -0.1078 2.1470 17.0652 0.09
H -2.2222 -0.2370 4.8194 0.09
H 1.7362 3.2816 13.1858 0.09
H 0.0111 1.1387 13.2834 0.12
H 3.5313 2.9646 13.6800 0.10
H 3.4592 14.3082 4.1446 0.06
H -6.8222 2.0092 6.2174 0.08
H -5.7340 1.5630 7.2814 0.07
H -3.3429 10.2236 4.6428 0.09
H -0.0946 7.6863 6.9676 0.06
H -4.0087 8.2425 7.6295 0.09
H 1.4688 8.0039 6.3962 0.06
H 4.1366 8.3785 2.9030 0.08
H 0.9612 10.0761 3.9499 0.07
H 0.1295 8.8504 4.5312 0.07
H 5.0197 4.9693 9.3932 0.08
H 5.4071 11.1880 -0.3820 0.06
H 2.2818 1.7402 13.6030 0.07
H -1.5332 12.0276 -0.5059 0.07
H 1.3457 7.5260 8.0326 0.08
H 1.6974 2.2921 5.8457 0.07
H 0.9843 2.4525 0.3649 0.08
H 2.5281 11.1261 2.4370 0.02
H -3.1990 12.4344 -0.0982 0.07
H -2.7841 2.9455 4.8468 0.12
H 0.1403 5.2631 8.6985 0.12
H 1.1514 11.0737 8.0826 0.09
H 1.3698 0.6248 0.2867 0.09
H 2.2509 4.0412 10.8772 0.12
H 3.3929 5.0364 8.9408 0.06
H 4.4889 4.2385 7.7896 0.07
H -2.2275 1.0757 15.1386 0.13
H 3.6365 3.7108 5.3636 0.09
H 1.3576 3.4375 2.3297 0.13
H -5.4587 12.5185 6.2736 0.07
H -2.0876 -0.8236 13.6347 0.07
H 0.6467 3.1276 4.7138 0.05
H 4.8811 12.6324 0.0357 0.07
H 5.0637 12.1311 2.6625 0.13
H 0.6651 13.5850 7.1703 0.12
H 1.0471 0.9004 17.0225 0.09
H 1.4829 14.1048 3.2024 0.09
H 0.9799 8.5484 2.9441 0.09
H -5.6402 0.7822 5.6650 0.08
H -2.8033 -0.0154 3.0665 0.09
H 3.9470 11.5186 -1.0535 0.08
H 1.9826 10.3120 1.2077 0.05
H -1.3330 2.4832 14.7926 0.13
H 1.0644 4.7093 5.0983 0.00
H -2.9569 1.8198 6.2214 0.12
H 5.1918 8.6873 4.3092 0.08
H 1.1278 2.2044 15.7875 0.08
H 2.5095 1.9368 -0.0550 0.08
H 2.7521 1.5394 9.5119 0.07
H 3.9449 4.1902 3.9478 0.09
H -0.1832 1.6183 8.3386 0.10
H -2.0486 10.5454 5.8058 0.10
H -0.1109 10.2871 1.2036 0.11
H -4.8528 3.5412 6.5005 0.14
H 4.0769 9.8572 0.8789 0.12
```

Computed properties:
SMILES ... COC[C@H](C)N.COC[C@H](C)N.COC[C@H](C)N.COC[C@H](C)N.COC[C@H](C)N.COC[C@H](C)N.COC[C@H](C)N.COC[C@H](C)N.COC[C@H](C)N
Orbital gap ... 8.999 eV
HOMO ... -8.73 eV
Electronic energy ... -70765.276 eV

***

8.
Below is a structure of composition C18H18B2F6IrN7, with properties calculated with wB97M-V/def2-TZVPD.

```
52
Properties=species:S:1:pos:R:3:mulliken_spin:R:1
Ir 0.0058 -0.2253 0.0944 0.00
F 0.9448 2.7067 -1.0155 0.00
F 0.6920 2.6272 -3.3028 0.00
F -1.8663 0.9809 1.7158 0.00
F -0.0064 0.8292 -2.0261 0.00
F -1.1556 2.8401 -1.9387 0.00
F 0.0239 2.0954 1.8447 0.00
N 2.1117 0.1576 -0.3825 -0.04
N 0.1941 -2.4105 -0.3473 0.00
N -0.8245 -2.8561 -0.9285 0.00
N -1.8055 -0.7063 -0.8699 0.00
N 0.8281 -0.5196 2.0144 -0.01
N 1.8409 0.1789 2.5527 0.02
N 2.9178 0.9023 0.3868 0.18
C 1.0832 -4.6760 -0.4853 0.00
C 2.4062 -2.9175 0.5124 0.02
C -2.7630 0.1268 -1.2723 0.00
C 1.2210 -3.3241 -0.1064 0.00
C 2.1058 -5.5688 -0.2618 0.00
C -2.9361 -2.5172 -1.9526 0.00
C 1.8791 -0.0628 3.8851 0.02
C 3.4196 -3.8266 0.7421 0.00
C 2.5842 0.2049 -1.6178 0.17
C -3.8405 -0.3051 -2.0212 0.00
C -1.8544 -2.0183 -1.2263 0.00
C -0.8128 1.4683 0.9659 0.00
C 3.9212 1.4336 -0.3818 0.00
C 0.8724 -0.9379 4.2076 0.01
C 3.7542 1.0008 -1.6608 0.06
C 3.2817 -5.1527 0.3541 0.00
C 0.2266 -1.1886 2.9927 0.06
C -3.9311 -1.6518 -2.3553 0.00
B 2.7951 1.1005 1.8456 0.11
B 0.1272 2.3432 -2.1011 0.00
H 3.8920 1.0593 2.3657 0.15
H -1.1819 2.2063 0.2549 0.00
H -2.6554 1.1717 -1.0130 0.00
H 2.6243 0.3987 4.5112 0.00
H 2.5313 -1.8853 0.7944 -0.02
H -4.7655 -2.0117 -2.9415 0.00
H -2.9470 -3.5704 -2.1920 0.00
H 0.1628 -4.9823 -0.9574 0.00
H 2.0788 -0.2937 -2.4277 -0.01
H 4.3310 -3.5033 1.2269 0.00
H -0.6239 -1.8179 2.7916 0.00
H 2.4920 2.2766 2.0687 0.26
H 4.3576 1.2141 -2.5246 0.00
H 0.6217 -1.3375 5.1736 0.00
H 4.0860 -5.8545 0.5265 0.00
H 4.6771 2.0703 0.0466 0.00
H 1.9868 -6.5990 -0.5700 0.00
H -4.5851 0.4088 -2.3405 0.00
```

Computed properties:
Orbital gap (alpha / beta) ... 7.203 / 5.052 eV
Net charge ... +1
HOMO (alpha / beta) ... -12.20 / -12.20 eV
Electronic energy ... -49882.690 eV
2S+1 ... 2

***

| no. | molar mass (g mol⁻¹) |
| --- | --- |
| 1 | 223.56 |
| 2 | 479.03 |
| 3 | 95.10 |
| 4 | 996.31 |
| 5 | 193.34 |
| 6 | 405.78 |
| 7 | 802.24 |
| 8 | 660.22 |